{
  "formula": "C5H7ClN2",
  "method": "wB97M-V/def2-TZVPD",
  "de_lowest_kj_mol": 490.4,
  "gap_ev": 7.87,
  "lumo_ev": 0.912,
  "symbols": ["C", "C", "C", "C", "C", "N", "N", "Cl", "H", "H", "H", "H", "H", "H", "H"],
  "positions_angstrom": [[0.3273, -1.0562, 0.7646], [1.3336, 0.9521, 0.1243], [-1.0831, 0.6561, -0.1337], [1.7589, 2.3509, 0.2629], [-1.9666, -1.5524, 0.6395], [1.2623, -0.1623, 0.6133], [-0.9741, -0.5121, 0.4262], [-2.6002, 1.2289, -0.5575], [0.4505, -1.8605, 1.4665], [2.3424, 2.5583, -0.6665], [0.8052, 2.8673, 0.2729], [2.3125, 2.5616, 1.2153], [-1.8854, -2.0016, 1.7279], [-3.0358, -1.1024, 0.4933], [-1.7755, -2.3641, -0.0886]],
  "forces_ev_per_a": [[-0.208, 1.092, -0.193], [-0.837, -1.400, 0.209], [2.466, -0.014, 1.046], [0.457, -0.489, -0.399], [-2.470, -0.297, 1.156], [0.764, 1.135, 0.025], [0.341, -1.216, 0.320], [-1.213, 0.074, -0.402], [-0.344, -0.177, -0.236], [-0.322, 0.548, 0.991], [0.127, 0.546, -0.146], [-0.392, -0.266, -0.905], [-0.105, 1.052, -2.188], [2.038, -1.007, 0.288], [-0.300, 0.420, 0.434]],
  "lowdin_charge": [-0.196, -0.095, -0.577, -0.076, -0.092, 0.025, -0.263, 0.636, 0.096, 0.084, 0.071, 0.097, 0.122, 0.078, 0.092]
}